(1)
93
Properties=species:S:1:pos:R:3:forces:R:3:lowdin_spin:R:1 method="wB97M-V/def2-TZVPD" largest_force_ha_per_bohr=0.0241 total_charge=+1 s_squared=0.754 homo_energy_ev="-11.59 / -11.59" spin_multiplicity=2
Ag -1.27910 2.70663 1.98510 -0.41 0.28 -0.40 0.0184
C 0.51848 -0.15426 0.76788 0.18 -0.75 0.10 0.1056
O -0.45730 0.56715 1.39369 0.24 -0.31 -0.27 0.7845
H 1.45768 0.01288 1.32336 0.05 0.17 -0.12 0.0475
H 0.31926 -1.23170 0.75426 -0.08 0.03 -0.02 -0.0016
H 0.70931 0.18557 -0.26117 -0.03 0.31 0.09 0.0381
C 4.07268 -4.98822 -1.94723 0.25 -0.80 0.08 0.0000
C 3.38752 -3.64598 -1.89631 0.51 0.14 0.02 0.0000
C 2.76441 -3.36133 -0.53523 -0.29 0.79 -0.11 0.0000
O 1.98327 -4.39087 0.00337 0.18 -0.11 0.23 0.0000
C 0.86084 -4.70844 -0.77909 -0.64 0.35 -0.22 0.0000
N 4.32637 -2.54518 -2.21025 0.10 0.33 0.38 0.0000
H 4.31748 -5.27188 -2.97240 -0.05 0.08 -0.03 0.0000
H 3.46611 -5.78982 -1.51887 -0.12 0.11 -0.12 0.0000
H 5.01190 -5.00788 -1.38726 -0.05 0.25 0.09 0.0000
H 2.58046 -3.63544 -2.63431 0.03 0.03 -0.11 0.0000
H 2.13692 -2.45040 -0.63357 0.04 -0.08 -0.11 -0.0001
H 3.54297 -3.07808 0.17962 0.04 -0.50 0.15 0.0000
H 0.13547 -5.23027 -0.15747 0.19 -0.19 0.06 0.0000
H 1.09556 -5.31403 -1.65825 0.11 -0.07 0.07 0.0000
H 0.34898 -3.79812 -1.13948 0.19 -0.04 0.04 0.0000
H 4.57333 -2.05810 -1.34906 -0.27 0.14 -0.06 0.0000
H 5.24029 -2.89157 -2.48738 -0.27 -0.30 -0.38 0.0000
C -4.36168 3.58036 -1.25571 0.33 -0.09 -0.15 0.0003
C -3.69655 2.67922 -0.21239 -0.73 0.67 0.04 0.0001
C -3.96967 1.21778 -0.45567 0.37 -0.54 0.68 0.0003
O -3.24594 0.82156 -1.58829 0.04 -0.07 -0.34 0.0001
C -2.97431 -0.56837 -1.62672 0.04 0.22 0.11 0.0001
N -2.23676 2.87989 -0.13249 0.49 0.32 0.04 0.0054
H -5.39760 3.28250 -1.40953 -0.02 -0.01 0.00 0.0000
H -3.83757 3.51188 -2.21197 -0.10 -0.02 -0.01 0.0000
H -4.36413 4.62019 -0.92519 0.08 0.00 -0.03 0.0000
H -4.14490 2.96657 0.74442 0.11 -0.26 0.09 0.0000
H -5.04159 1.02091 -0.55320 -0.02 0.05 -0.10 0.0000
H -3.60805 0.63535 0.41355 -0.10 0.09 -0.02 0.0002
H -2.56999 -0.78175 -2.61149 -0.05 -0.08 -0.01 0.0000
H -3.87836 -1.15276 -1.44046 -0.01 -0.06 -0.10 0.0000
H -2.22798 -0.82520 -0.85940 -0.06 -0.06 -0.03 0.0001
H -1.80365 2.17170 -0.72388 -0.08 0.02 -0.07 0.0001
H -1.99844 3.75786 -0.58525 -0.01 0.02 0.14 0.0000
C -3.36254 1.54370 5.87946 -0.05 -0.57 -0.43 0.0000
C -2.47343 2.18195 4.82069 -0.62 0.82 -0.18 0.0000
C -1.01036 1.96029 5.14531 -0.12 -0.22 -0.17 0.0000
O -0.16769 2.50936 4.14302 -0.11 0.15 -0.21 -0.0001
C 1.21207 2.27510 4.37920 -0.03 -0.32 0.00 0.0001
N -2.73976 1.67824 3.44711 -0.16 -0.85 0.89 -0.0007
H -3.12151 0.47860 5.96821 0.03 0.09 0.23 0.0000
H -4.40266 1.58375 5.55127 -0.01 0.15 0.08 0.0000
H -3.28813 2.03863 6.84427 0.11 -0.04 0.06 0.0000
H -2.72927 3.24882 4.81519 0.39 0.01 -0.06 0.0000
H -0.85985 0.86956 5.17387 0.18 0.09 0.20 0.0000
H -0.77055 2.40610 6.11406 0.02 -0.12 0.06 0.0000
H 1.41469 1.20777 4.53559 -0.15 0.04 0.12 0.0000
H 1.53986 2.83430 5.25649 0.16 0.04 -0.07 0.0000
H 1.75666 2.56503 3.48415 0.01 0.29 0.08 -0.0001
H -2.58415 0.66067 3.51241 0.06 0.31 -0.23 -0.0002
H -3.73604 1.71740 3.24507 0.03 0.37 0.08 0.0000
C 4.51932 1.41360 -1.99660 0.16 0.09 0.41 0.0000
C 3.92047 1.01968 -0.67972 -0.57 -0.98 0.27 0.0001
O 5.00727 0.61309 0.15893 -0.26 0.28 0.10 0.0002
H 3.77492 1.72899 -2.72284 -0.02 -0.04 -0.07 0.0000
H 5.07671 0.54392 -2.33760 0.06 0.14 -0.38 0.0000
H 5.20527 2.23529 -1.78847 0.09 0.01 -0.30 0.0000
H 3.25768 0.14293 -0.78295 0.01 0.13 -0.32 0.0001
H 3.28286 1.79706 -0.23616 0.39 0.22 0.12 0.0001
H 4.66192 0.00561 0.81771 0.12 0.06 0.13 0.0000
C 0.67418 2.64794 -2.41694 -0.11 0.75 0.18 0.0006
C -0.45662 2.98204 -3.38193 0.48 -0.16 -0.42 0.0001
O -0.81416 1.88607 -4.19299 -0.39 -0.13 0.02 0.0000
H 0.82571 3.48765 -1.72680 -0.04 -0.10 0.03 0.0000
H 1.60503 2.55952 -2.97554 0.02 -0.32 0.05 0.0000
H 0.47761 1.74841 -1.83183 -0.02 -0.08 -0.10 0.0008
H -0.11587 3.82086 -4.00359 -0.17 0.06 0.08 0.0001
H -1.36861 3.29590 -2.87344 0.00 -0.05 0.06 0.0000
H -0.05540 1.55335 -4.69696 0.11 0.09 0.21 0.0000
C 0.42943 -1.26108 -3.44115 -0.19 0.12 0.29 0.0004
C 1.69795 -0.46920 -3.64958 -0.35 0.22 0.06 0.0002
O 1.46657 0.32149 -4.83072 0.45 -0.09 0.04 0.0002
H 0.23030 -1.94404 -4.26359 0.02 -0.06 -0.01 0.0000
H -0.37363 -0.52142 -3.38644 -0.12 -0.15 -0.14 0.0000
H 0.41466 -1.80577 -2.49190 0.21 -0.08 -0.08 0.0002
H 2.61343 -1.05777 -3.71584 -0.08 -0.12 -0.15 0.0000
H 1.80743 0.20600 -2.79494 0.22 0.02 -0.01 0.0003
H 2.29113 0.40906 -5.31687 -0.01 0.04 -0.03 0.0000
C -2.01840 -3.30024 1.89267 0.40 -0.06 -0.24 0.0000
C -1.62069 -2.34607 2.98933 -0.37 -0.06 0.66 -0.0002
O -2.29361 -1.08582 2.86909 0.41 0.01 -0.17 0.0004
H -1.53702 -3.01226 0.95226 -0.15 -0.01 -0.06 0.0000
H -3.09608 -3.30799 1.75142 -0.05 -0.03 0.05 0.0000
H -1.67132 -4.30781 2.12708 -0.07 -0.02 0.00 0.0000
H -0.53297 -2.23064 3.04645 -0.01 0.19 -0.15 -0.0001
H -1.92015 -2.72301 3.96958 -0.06 -0.11 -0.10 0.0000
H -1.79840 -0.54295 2.23922 -0.01 -0.13 -0.11 -0.0016

(2)
31
Properties=species:S:1:pos:R:3:forces:R:3:nbo_charge:R:1 method="wB97M-V/def2-TZVPD" largest_force_ha_per_bohr=0.0949 s_squared=4.049 homo_energy_ev="-6.67 / -7.51" e_above_lowest_kj_mol=22.0 spin_multiplicity=4
C -2.78380 -1.87036 -1.16333 -0.55 1.00 0.89 -0.3366
C -2.84877 -0.43129 -1.21137 -0.86 -1.02 0.85 -0.2726
C -2.38994 0.08831 0.05311 -0.53 -0.82 -0.30 -0.2751
C -2.12597 -1.01162 0.92653 -0.95 -0.73 -1.09 -0.2457
C -2.31824 -2.23225 0.17456 -1.60 1.31 0.70 -0.1802
Mn -0.79789 -1.27887 -0.90313 0.98 -2.44 4.12 0.6203
N -0.28854 -3.08337 -0.77859 0.28 1.40 -1.35 -0.7829
C -0.03931 -0.63677 -2.50512 1.78 1.42 -2.13 -0.5233
C -0.50234 0.63379 -2.14080 1.25 -1.52 -3.17 -0.3220
H -2.35177 1.13306 0.33405 0.13 -0.12 -0.12 0.2504
H -3.25623 0.14494 -2.03681 0.34 -0.13 0.17 0.2418
H -1.85976 -0.95196 1.97394 0.24 0.00 -0.32 0.2600
H -2.19629 -3.23174 0.57404 0.04 0.33 -0.29 0.2769
H -3.03559 -2.54917 -1.96594 -0.01 0.03 0.21 0.2595
H -1.34892 1.02220 -2.71199 0.07 -0.11 0.73 0.2236
H 0.98611 -0.98731 -2.19413 -0.94 0.66 -0.68 0.2683
H 0.64708 -3.18031 -1.23995 -0.47 0.32 0.33 0.3027
H 0.26198 1.34353 -1.86656 -0.27 0.00 0.75 0.2370
H -0.60140 -1.34919 -3.13968 0.22 0.65 0.14 0.2499
S 0.85339 -1.01711 0.58880 1.21 -1.35 0.87 -0.0192
C 1.50189 0.45430 1.25700 -0.17 1.74 0.21 -0.1603
C 1.32750 1.70718 0.63086 0.63 -0.24 0.45 -0.2556
C 2.14798 2.78361 0.97169 -0.07 -0.03 0.28 -0.1925
C 3.05238 2.68225 2.03477 -0.08 -0.21 -0.10 -0.2449
C 3.11343 1.49290 2.77717 -0.24 0.24 -0.33 -0.1990
C 2.33477 0.39662 2.41218 -0.33 -0.11 -0.80 -0.2319
H 0.57288 1.80539 -0.14042 0.29 0.06 0.15 0.1923
H 2.08344 3.70792 0.39427 -0.04 -0.18 0.25 0.2079
H 3.69852 3.52520 2.28781 -0.21 -0.27 -0.07 0.2129
H 3.78646 1.42521 3.63308 -0.23 -0.02 -0.20 0.2152
H 2.37694 -0.53512 2.97394 0.11 0.16 -0.16 0.2231

(3)
13
Properties=species:S:1:pos:R:3:forces:R:3:nbo_charge:R:1 method="wB97M-V/def2-TZVPD" largest_force_ha_per_bohr=0.1261 total_charge=+1 s_squared=2.011 homo_energy_ev="-9.89 / -13.79" e_above_lowest_kj_mol=148.9 spin_multiplicity=3
C -0.65637 -0.75639 0.39294 2.00 4.09 -0.59 0.3303
C 0.19149 1.32336 -0.42318 -3.94 2.66 1.33 -0.1948
C 1.66207 -0.01558 -1.02403 1.77 -4.99 3.74 -0.5510
N -0.46360 0.56035 0.61029 0.14 1.27 -0.23 -0.6036
N -1.61834 -1.43898 0.89572 1.85 -3.81 -0.74 -0.7249
S 0.59147 -1.48529 -0.60871 0.93 1.21 -0.77 0.3501
I 3.29099 0.39668 0.21435 -1.27 -0.16 -1.06 0.4777
H 0.75014 2.21262 -0.08646 -0.56 -0.59 -0.24 0.2152
H -0.54636 1.40105 -1.25401 1.44 0.01 -0.11 0.2156
H 1.63172 0.18799 -2.01411 0.40 0.77 -2.89 0.1852
H -1.01026 1.21335 1.21524 0.29 -1.58 -0.01 0.4367
H -2.44609 -1.17114 1.30952 -1.76 0.93 1.11 0.4379
H -1.37685 -2.42803 0.77245 -1.30 0.18 0.48 0.4256

(4)
11
Properties=species:S:1:pos:R:3:forces:R:3:nbo_charge:R:1 method="wB97M-V/def2-TZVPD" largest_force_ha_per_bohr=0.0191 homo_energy_ev=-8.24 e_above_lowest_kj_mol=514.2
N 0.11111 1.25731 -0.74738 -0.26 0.46 -0.02 -0.6500
C -0.17948 0.21535 0.21299 0.59 0.01 0.79 0.2603
C -1.11645 1.26766 0.44045 0.05 -0.10 -0.25 -0.2748
O 0.88317 -0.05054 1.22143 0.03 -0.17 -0.33 -0.5047
C 0.79906 -1.35829 0.80081 0.06 -0.24 -0.02 0.1755
C -0.12165 -1.24343 -0.15901 -0.03 -0.13 0.22 -0.4054
H 0.77154 1.97812 -0.52067 0.15 -0.02 0.39 0.4178
H 0.19996 0.97146 -1.70845 -0.47 -0.19 -0.26 0.3964
H -2.07000 0.98814 0.00334 -0.16 0.17 -0.55 0.1534
H 1.39130 -2.12869 1.27946 -0.07 0.07 -0.10 0.2017
H -0.66856 -1.89709 -0.82296 0.11 0.15 0.13 0.2296

(5)
16
Properties=species:S:1:pos:R:3:forces:R:3:nbo_charge:R:1 method="wB97M-V/def2-TZVPD" largest_force_ha_per_bohr=0.0432 homo_energy_ev="-8.29 / -7.63" e_above_lowest_kj_mol=485.8
C -0.13604 0.01153 -0.27902 0.88 1.28 1.33 0.8323
C 1.95457 -0.89124 -1.17590 0.62 -0.58 -0.62 -0.5458
C -0.86931 1.64487 1.65468 -0.77 0.88 0.93 -0.5403
C -0.91775 -1.20597 0.11194 0.29 -0.22 -0.27 -0.7278
O 0.73001 0.55758 0.42842 -1.31 -1.06 -1.45 -0.5857
O -0.68708 0.64748 -1.33673 0.41 -0.31 -0.03 -0.6933
H -0.13062 1.41788 -1.53069 -0.09 -0.02 0.14 0.4963
H 2.61472 -0.04101 -1.26264 -0.12 0.05 0.07 0.1795
H 1.46349 -1.23241 -2.07811 -0.03 -0.01 0.04 0.1720
H 2.19249 -1.62169 -0.41635 -0.10 0.04 0.02 0.1770
H -1.95180 -0.92898 0.32570 0.09 0.11 -0.03 0.2460
H -0.92564 -1.91407 -0.71895 -0.05 0.00 0.09 0.2398
H -0.82721 0.96630 2.49401 0.10 0.00 -0.07 0.1703
H -0.22753 2.51321 1.65889 0.04 -0.11 0.02 0.1763
H -1.81368 1.73902 1.13484 0.05 -0.09 -0.11 0.1639
H -0.46862 -1.66250 0.98990 0.01 0.03 -0.05 0.2394

(6)
89
Properties=species:S:1:pos:R:3:forces:R:3:lowdin_charge:R:1 method="wB97M-V/def2-TZVPD" largest_force_ha_per_bohr=0.3224 total_charge=+1 homo_energy_ev=-10.96 e_above_lowest_kj_mol=363.5
N -1.12054 -1.51430 -0.19065 -2.33 1.30 2.46 0.2858
H -1.72954 -1.93830 -0.87565 -0.07 -1.13 -0.43 0.0615
H -1.92854 -0.93230 0.37835 2.73 -1.48 -1.33 0.1793
H -0.55354 -0.89330 -0.79065 0.40 -0.16 0.96 0.0937
H -0.61454 -2.19230 0.48235 -0.72 1.39 -1.54 0.1514
C -1.53454 -2.90130 -3.83765 -2.86 -3.68 -1.73 -0.1593
O -1.75654 -1.72530 -3.09465 4.75 -1.69 1.60 -0.1049
H -2.17954 -2.96730 -4.84065 1.49 0.78 1.84 0.1221
H -2.05754 -3.78630 -3.28365 1.27 1.23 -0.59 0.1006
H -0.51654 -3.24530 -4.11965 -0.43 1.03 0.67 0.0720
H -2.50454 -1.38930 -3.42965 -4.26 2.27 -1.63 0.0103
C -4.09054 -3.86330 -0.40165 5.21 1.61 14.37 -0.0740
O -2.80054 -4.36230 0.03735 -0.63 0.97 -1.04 -0.0872
H -4.21954 -2.89030 -0.52765 0.61 4.80 0.00 0.0354
H -4.83254 -4.16430 0.36435 0.25 0.47 0.10 0.1216
H -4.46254 -4.20430 -1.09065 -5.64 -7.40 -13.72 -0.0521
H -3.02654 -4.96330 0.74135 0.27 -0.29 0.26 0.0689
C -3.29554 0.29070 2.81835 -6.55 -3.58 -3.92 -0.0850
O -3.36854 -1.11130 2.47835 3.30 2.49 -1.40 -0.0498
H -2.41354 0.56870 2.67935 7.53 2.49 -2.83 -0.0194
H -3.29454 0.45670 3.74335 -0.55 0.21 8.42 0.0171
H -4.06354 1.01370 2.56735 -0.32 -0.33 -1.52 0.1133
H -4.14554 -1.51830 2.69135 -3.31 -1.24 1.08 0.0296
C 2.33346 -3.50330 2.20835 -0.19 1.38 0.01 -0.1439
O 1.31446 -3.85230 1.21435 0.32 -4.30 -0.04 -0.2263
H 3.28246 -4.06130 2.29135 0.37 0.75 -1.88 0.0927
H 1.99746 -3.95530 3.05535 -1.71 -0.55 3.09 0.0224
H 2.36546 -2.34730 2.44235 0.00 -2.51 -1.09 0.1106
H 1.15846 -4.97830 1.21135 0.88 5.07 0.17 0.2175
C -3.30954 1.26970 -1.36865 -2.95 0.34 6.55 -0.1103
O -3.67954 -0.05830 -1.02665 -2.93 0.10 0.99 -0.1422
H -4.15754 1.93570 -1.51665 -0.10 0.08 0.51 0.1095
H -2.87854 1.23670 -2.19165 4.27 -0.28 -7.60 -0.0089
H -2.60754 1.57770 -0.60665 0.03 0.84 0.16 0.0752
H -4.59754 0.10270 -0.63965 1.85 -1.13 -0.56 0.1248
C 0.61946 0.67070 2.59135 -2.19 0.76 3.59 -0.1431
O 0.17146 -0.72230 2.68835 -0.34 1.00 3.23 -0.1905
H -0.34854 1.38670 2.87235 2.72 -1.51 0.14 0.1208
H 0.62146 0.87070 1.60235 0.82 0.46 -3.41 -0.0223
H 1.63046 0.96770 3.10535 -2.13 -0.77 -0.72 0.1214
H -0.18954 -0.81930 3.66235 1.13 0.03 -2.97 0.1431
C 2.57346 -6.32030 -3.44065 -0.16 -0.23 -0.33 -0.1431
O 2.03046 -5.05130 -3.45365 -1.76 2.20 0.02 -0.2341
C 2.39946 -4.24330 -2.29665 -2.21 -1.85 -1.21 -0.1551
C 1.67446 -2.88930 -2.23865 -3.18 -1.72 1.87 -0.1922
N 1.94646 -2.19630 -0.99565 1.68 4.43 -3.99 -0.0663
C 3.23046 -1.49630 -0.97265 -5.42 5.76 -0.32 -0.1634
C 3.34146 -0.53430 0.24635 5.71 -5.35 -1.00 -0.1583
O 4.53246 0.22970 -0.16065 -2.18 1.40 1.97 -0.1520
C 4.43746 1.55370 0.34435 2.84 -0.92 5.55 -0.1258
H 2.14046 -6.95830 -2.64065 -0.12 0.03 -0.53 0.0894
H 3.60546 -6.17230 -3.16765 0.95 -0.70 -0.39 0.0757
H 2.39046 -6.69530 -4.48465 0.52 -0.16 1.27 0.1144
H 3.36346 -3.94430 -2.57665 2.27 -0.12 0.89 0.1061
H 2.19046 -4.99930 -1.47365 0.84 1.70 -0.06 0.1416
H 0.55846 -2.94230 -2.01165 0.90 -1.01 -1.56 0.1100
H 1.80846 -2.38030 -3.17565 0.29 0.72 -0.10 0.1218
H 1.76346 -2.78230 -0.29165 -0.38 -2.67 3.46 -0.0054
H 3.24346 -0.70030 -1.85165 0.09 -2.04 1.28 0.1625
H 3.94846 -2.13430 -1.01665 5.17 -3.59 -0.46 0.0502
H 3.66746 -1.25130 1.11635 -0.59 1.78 -1.05 0.1382
H 2.39946 -0.21530 0.41135 -2.72 2.61 0.57 0.0550
H 3.93246 2.20270 -0.17965 -3.70 2.78 -3.37 0.0032
H 5.36646 2.12570 0.40935 0.87 -1.04 -0.37 0.0826
H 4.10346 1.79570 1.50135 0.30 -1.61 -2.47 0.1416
C 0.70146 1.20770 -2.23865 -1.47 0.08 -0.91 -0.0919
O 0.21546 1.65670 -0.94165 -0.10 -1.68 -0.57 -0.2408
C 0.10246 3.05270 -0.88365 2.25 1.38 -4.35 -0.2708
C -0.47854 3.66270 0.34335 2.11 0.13 0.93 -0.2260
N -0.13454 5.08870 0.56435 -0.57 -0.05 -1.22 -0.0827
C -0.53454 5.52170 1.93535 -1.90 0.53 -0.26 -0.2434
C -0.29254 7.01670 2.08135 -1.91 2.13 -1.29 -0.2381
O -0.76654 7.34970 3.42435 0.19 -0.08 -1.19 -0.2080
C -0.60254 8.66970 3.84135 -0.58 3.42 0.50 -0.1725
H -0.06954 1.55670 -3.06065 1.07 -1.36 1.50 0.1230
H 1.01146 0.13270 -2.18665 -1.31 0.54 0.09 0.0713
H 1.62146 1.58770 -2.66865 0.56 1.20 0.87 0.0769
H -0.33554 3.42070 -1.95665 0.17 -0.52 2.50 0.1641
H 1.15346 3.32470 -1.02465 0.05 0.98 0.38 0.1162
H -0.03454 3.08970 1.20435 -0.95 0.43 -0.61 0.1219
H -1.49654 3.57170 0.18535 -2.55 -0.53 0.79 0.0787
H -0.53854 5.64970 -0.27965 0.70 -0.90 2.56 0.1564
H 0.11146 5.02170 2.73335 -1.15 0.16 -1.20 0.1371
H -1.77254 5.43570 2.15135 3.31 -0.33 -0.31 0.1751
H -0.98754 7.59170 1.14035 1.80 -1.31 2.84 0.1803
H 0.75346 7.36470 1.90635 -0.65 -0.45 0.32 0.1227
H -0.96154 9.53770 3.14935 -0.31 -1.90 0.73 0.1126
H 0.38646 9.03270 3.97535 1.90 -0.59 -0.41 0.0485
H -0.91654 8.96770 4.91035 -0.67 -1.44 -1.63 0.1112